# 1
Here is 2 unconnected molecules or ions with the total composition C3H7NO at a distorted geometry from OMol25. Energies are from ωB97M-V with the def2-TZVPD basis set.

## Properties
- LUMO level: -0.3 eV
- ΔE to the lowest compared entry with this formula, charge and spin: 88.5 kcal/mol

The geometry in ORCA input format:
```
! wB97M-V def2-TZVPD RIJCOSX def2/J DEFGRID3
* xyz 0 1
C -0.34 -1.65 1.39
C 0.47 1.42 -0.76
C -0.71 0.67 -0.26
N -0.39 -2.25 2.50
O 0.04 -0.40 1.32
H -0.80 -2.02 0.45
H 0.93 2.25 -0.07
H 1.30 0.84 -1.21
H 0.12 2.18 -1.57
H -1.05 -0.23 -0.77
H -1.52 1.23 0.28
H -0.50 -3.29 2.38
*
```

# 2
Here is a molecular structure, C48H43BN6PSn from OMol25. Energies are from ωB97M-V with the def2-TZVPD basis set.

## Properties
- LUMO level: -10.0 eV

The geometry in ORCA input format:
```
! wB97M-V def2-TZVPD RIJCOSX def2/J DEFGRID3
* xyz 3 1
Sn 1.45 -1.26 -0.47
C 1.87 0.93 4.63
C 1.36 -0.03 3.61
C 0.53 -1.13 3.80
C 0.40 -1.74 2.56
N 1.07 -1.01 1.65
N 1.68 0.02 2.31
B 2.62 0.98 1.55
N 1.78 1.76 0.46
N 1.03 1.17 -0.49
C 0.60 2.17 -1.30
C 1.10 3.39 -0.84
C 1.83 3.10 0.30
C 2.56 4.05 1.18
C -0.33 2.14 -2.43
C -1.60 1.36 -2.48
C -2.47 1.58 -3.65
C -2.22 2.51 -4.59
C -1.01 3.25 -4.48
C -0.11 3.06 -3.44
N 3.74 0.19 0.87
N 3.51 -0.70 -0.15
C 4.72 -1.18 -0.56
C 5.70 -0.57 0.21
C 5.07 0.28 1.09
C 5.68 1.16 2.13
C 4.93 -2.15 -1.64
C 6.23 -2.64 -1.84
C 6.50 -3.56 -2.84
C 5.48 -4.02 -3.66
C 4.19 -3.55 -3.48
C 3.92 -2.62 -2.48
C -0.35 -2.96 2.22
C -1.55 -3.22 2.88
C -2.26 -4.38 2.61
C -1.79 -5.28 1.67
C -0.59 -5.04 1.02
C 0.13 -3.89 1.30
H 1.46 0.68 5.60
H 1.58 1.95 4.39
H 2.95 0.90 4.70
H 0.14 -1.48 4.74
H 3.09 1.76 2.30
H 0.88 4.37 -1.20
H 2.36 5.07 0.85
H 3.64 3.89 1.13
H 2.26 3.96 2.22
H -2.16 1.88 -1.66
H -3.37 0.97 -3.70
H -2.89 2.68 -5.42
H -0.78 3.98 -5.24
H 0.80 3.64 -3.45
H 6.77 -0.72 0.15
H 6.76 1.01 2.13
H 5.31 0.91 3.12
H 5.48 2.21 1.94
H 7.04 -2.30 -1.21
H 7.51 -3.93 -2.97
H 5.69 -4.75 -4.43
H 3.39 -3.90 -4.12
H 2.91 -2.25 -2.40
H -1.92 -2.52 3.62
H -3.17 -4.58 3.15
H -2.33 -6.19 1.47
H -0.18 -5.77 0.33
H 1.13 -3.78 0.88
C -7.25 -0.09 1.78
C -6.97 -0.15 0.42
C -5.66 -0.13 -0.03
C -4.62 -0.06 0.90
C -4.90 0.00 2.27
C -6.22 -0.01 2.70
P -2.88 0.16 0.46
C -2.61 -0.59 -1.12
C -1.56 -0.15 -2.09
C -1.38 -1.01 -3.29
C -2.00 -2.18 -3.44
C -2.90 -2.62 -2.41
C -3.19 -1.86 -1.31
C -2.56 1.94 0.45
C -1.40 2.40 1.08
C -1.16 3.76 1.18
C -2.08 4.67 0.66
C -3.24 4.21 0.05
C -3.49 2.85 -0.05
H -8.28 -0.10 2.12
H -7.78 -0.20 -0.30
H -5.46 -0.17 -1.09
H -4.09 0.05 2.99
H -6.44 0.03 3.76
H -0.61 -0.29 -1.56
H -0.67 -0.66 -4.04
H -1.83 -2.80 -4.31
H -3.37 -3.59 -2.51
H -3.89 -2.24 -0.57
H -0.69 1.69 1.50
H -0.28 4.12 1.69
H -1.90 5.73 0.75
H -3.97 4.92 -0.33
H -4.43 2.51 -0.47
*
```

# 3
Here is 8 unconnected molecules or ions with the total composition C23H37Cl21PSi at a distorted geometry from OMol25. Energies are from ωB97M-V with the def2-TZVPD basis set.

## Properties
- LUMO level: -3.5 eV

The geometry in ORCA input format:
```
! wB97M-V def2-TZVPD RIJCOSX def2/J DEFGRID3
* xyz 1 1
C -1.76 0.43 2.39
Si -0.28 -0.71 2.00
C 1.31 0.13 2.75
C -0.14 -0.97 0.11
C 1.39 -1.01 -0.43
C 1.84 0.48 -0.90
C 3.41 0.62 -1.13
C 3.88 0.48 -2.66
C 5.39 0.99 -2.96
C 6.42 0.75 -1.76
C 7.86 1.46 -2.00
P 9.01 0.70 -0.67
C -0.40 -2.42 2.92
C -0.16 -2.33 4.48
C -0.19 -3.64 5.30
C -0.46 -4.99 4.58
C -0.70 -5.05 3.05
C -0.67 -3.77 2.20
H -2.09 0.31 3.48
H -1.44 1.53 2.25
H -2.64 0.24 1.67
H 2.10 -0.71 2.78
H 1.64 1.05 2.17
H 1.05 0.35 3.85
H -0.63 -1.96 -0.19
H -0.66 -0.12 -0.48
H 1.38 -1.67 -1.37
H 2.11 -1.48 0.31
H 1.48 1.19 -0.06
H 1.23 0.79 -1.83
H 3.97 -0.16 -0.51
H 3.75 1.66 -0.77
H 3.14 1.02 -3.34
H 3.84 -0.64 -2.93
H 5.37 2.08 -3.35
H 5.76 0.35 -3.85
H 6.63 -0.38 -1.72
H 6.07 1.09 -0.74
H 8.27 1.32 -3.06
H 7.74 2.57 -1.75
H 9.68 1.69 0.12
H 9.87 -0.25 -1.30
H 8.19 -0.05 0.26
H 0.03 -1.33 4.98
H 0.00 -3.61 6.42
H -0.45 -5.95 5.23
H -0.88 -6.04 2.52
H -0.81 -3.74 1.07
C -0.31 -9.31 5.10
Cl 1.37 -9.82 4.88
Cl -0.53 -7.64 4.54
Cl -1.41 -10.41 4.25
H -0.54 -9.35 6.16
C -6.09 -0.37 0.70
Cl -4.61 -0.48 -0.27
Cl -5.69 0.01 2.38
Cl -7.19 0.84 0.03
H -6.59 -1.34 0.68
C -7.83 -3.23 -2.29
Cl -7.48 -1.63 -1.62
Cl -6.54 -3.76 -3.37
Cl -8.07 -4.41 -0.99
H -8.76 -3.17 -2.86
C 2.86 3.97 -5.24
Cl 3.37 4.20 -3.56
Cl 2.93 5.49 -6.13
Cl 3.86 2.74 -6.03
H 1.83 3.62 -5.24
C 4.30 3.25 3.25
Cl 2.79 3.76 4.03
Cl 4.47 1.49 3.34
Cl 4.34 3.79 1.56
H 5.13 3.70 3.78
C -9.40 3.95 -1.46
Cl -9.34 2.18 -1.57
Cl -8.45 4.52 -0.09
Cl -8.83 4.68 -2.97
H -10.44 4.25 -1.31
C -7.82 7.56 -5.31
Cl -6.14 7.09 -4.98
Cl -8.17 9.14 -4.59
Cl -8.12 7.58 -7.05
H -8.48 6.83 -4.85
*
```

# 4
Here is C2H2N2O in the gas phase at a distorted geometry from OMol25. Energies are from ωB97M-V with the def2-TZVPD basis set.

## Properties
- LUMO level: -0.5 eV
- ΔE to the lowest compared entry with this formula, charge and spin: 103.0 kcal/mol

The geometry in ORCA input format:
```
! wB97M-V def2-TZVPD RIJCOSX def2/J DEFGRID3
* xyz 0 1
O 0.61 1.84 0.27
C -0.25 1.03 0.02
C -0.21 -0.43 0.40
N 1.16 -1.01 0.41
N 0.73 -1.53 -0.56
H -1.21 1.34 -0.44
H -0.83 -1.23 -0.09
*
```

What did the fourth record say?
Here is C2H2N2O in the gas phase at a distorted geometry from OMol25. Energies are from ωB97M-V with the def2-TZVPD basis set.

## Properties
- LUMO level: -0.5 eV
- ΔE to the lowest compared entry with this formula, charge and spin: 103.0 kcal/mol

The geometry in ORCA input format:
```
! wB97M-V def2-TZVPD RIJCOSX def2/J DEFGRID3
* xyz 0 1
O 0.61 1.84 0.27
C -0.25 1.03 0.02
C -0.21 -0.43 0.40
N 1.16 -1.01 0.41
N 0.73 -1.53 -0.56
H -1.21 1.34 -0.44
H -0.83 -1.23 -0.09
*
```

Question: Number 1 is which compound?
Answer: C3H7NO